84
Properties=species:S:1:pos:R:3 method="wB97M-V/def2-TZVPD" max_force_ev_per_a=4.40 lumo_energy_ev="-2.29 / -6.88" de_lowest_kj_mol=203.6 e_tot_ha=-2606.5986 total_charge=+1 gap_ha="0.1161 / 0.1076" spin_multiplicity=5
Ir -1.47 0.16 0.33
C -3.61 0.07 1.34
C -3.35 1.33 0.72
C -3.43 -0.31 -0.95
C -3.64 -0.94 0.31
C -3.20 1.08 -0.71
C -3.91 -0.03 2.79
H -3.31 0.63 3.44
H -3.60 -1.02 3.11
H -4.98 0.03 3.00
C -3.99 -2.37 0.39
H -3.86 -2.68 1.41
H -3.27 -3.01 -0.13
H -5.03 -2.60 0.15
C -3.61 -0.96 -2.28
H -4.68 -1.05 -2.53
H -3.19 -1.97 -2.27
H -3.14 -0.35 -3.06
C -3.14 2.15 -1.75
H -4.15 2.52 -2.00
H -2.70 1.76 -2.67
H -2.57 3.01 -1.41
C -3.29 2.66 1.40
H -4.29 3.10 1.32
H -2.58 3.33 0.92
H -3.05 2.55 2.46
C 0.02 -0.87 1.37
C -0.65 0.03 2.26
C -0.19 1.39 2.65
C 0.37 2.14 1.43
C -0.35 1.78 0.16
C 0.10 0.69 -0.76
C 1.42 0.00 -0.48
C 1.45 -0.61 0.91
H 0.55 1.31 3.46
H 1.45 1.97 1.34
H -1.05 1.93 3.07
H 1.99 0.01 1.63
H -0.17 -1.93 1.60
H -1.31 -0.43 3.00
H 1.97 -1.58 0.88
H 1.50 -0.80 -1.23
H -0.09 0.93 -1.81
H 2.30 0.64 -0.64
H 0.22 3.22 1.59
H -0.92 2.58 -0.31
P 5.49 0.54 -1.95
P 5.72 1.48 -4.99
C 7.19 0.98 -2.60
C 7.30 0.92 -4.13
H 7.90 0.27 -2.14
H 7.43 2.00 -2.24
H 8.11 1.57 -4.49
H 7.49 -0.11 -4.46
C 6.15 1.03 -6.73
H 5.40 1.47 -7.39
H 6.11 -0.07 -6.83
H 7.15 1.39 -7.00
C 6.10 3.29 -5.06
H 7.09 3.47 -5.48
H 6.04 3.71 -4.05
H 5.34 3.77 -5.68
C 5.93 -1.03 -1.08
H 5.05 -1.36 -0.50
H 6.78 -0.88 -0.41
H 6.17 -1.80 -1.83
C 5.40 1.68 -0.50
H 5.27 2.71 -0.87
H 6.31 1.61 0.10
H 4.52 1.40 0.10
Cl -8.28 -3.81 5.45
C -6.70 -3.64 4.81
C -5.58 -4.26 5.34
C -4.31 -4.06 4.77
C -4.10 -3.24 3.65
C -5.27 -2.65 3.14
C -6.55 -2.80 3.67
C -2.55 -3.11 3.17
O -1.61 -3.85 3.59
O -2.26 -2.34 2.20
H -5.73 -4.90 6.22
H -3.46 -4.59 5.23
H -5.23 -1.97 2.28
H -7.37 -2.30 3.25